No. 1
DFT (ωB97M-V/def2-TZVPD) results for a cluster of 2 separate species, C5H11NO in total at a distorted geometry.

```
! wB97M-V def2-TZVPD RIJCOSX def2/J DEFGRID3
* xyz 0 1
C -2.74 1.29 -0.05
C -1.57 1.22 0.60
C -0.27 0.72 0.21
C 0.44 -0.02 1.09
N 1.69 -0.54 0.90
C 2.46 -0.50 -0.33
H -3.67 1.46 0.47
H -2.82 1.31 -1.13
H -1.55 1.58 1.64
H 0.08 0.82 -0.81
H 0.16 0.05 2.14
H 2.08 -1.10 1.63
H 3.49 -0.61 0.02
H 2.30 -1.22 -1.14
H 2.30 0.49 -0.77
O -0.54 -1.92 -1.62
H -0.93 -1.19 -2.10
H -0.90 -1.84 -0.73
*
```

Properties
* highest occupied orbital energy: -7.57 eV
* energy above the lowest of the compared OMol25 structures with the same formula, charge and spin: 241.07 kJ/mol
* molecular weight: 101.1 u
* gap between HOMO and LUMO: 8.47 eV

=====

No. 2
DFT (ωB97M-V/def2-TZVPD) results for a cluster of 2 separate species, C5H11NO in total at a distorted geometry.

```
! wB97M-V def2-TZVPD RIJCOSX def2/J DEFGRID3
* xyz 0 1
C 0.99 -0.53 -2.72
C 1.38 -1.51 -1.74
C 2.19 -1.13 -0.43
C 2.02 0.17 0.10
N 1.20 0.72 1.18
C 0.48 -0.27 1.99
H 0.14 -0.69 -3.29
H 1.65 0.38 -2.80
H 0.95 -2.52 -1.81
H 2.55 -1.99 0.12
H 2.36 1.01 -0.57
H 1.82 1.26 1.77
H -0.34 0.34 2.32
H 1.07 -0.64 3.01
H -0.01 -1.08 1.39
O -6.42 2.09 0.17
H -6.45 1.76 1.11
H -5.59 2.62 0.19
*
```

Properties
* highest occupied orbital energy: -7.14 eV
* energy above the lowest of the compared OMol25 structures with the same formula, charge and spin: 548.16 kJ/mol
* molecular weight: 101.1 u
* gap between HOMO and LUMO: 7.41 eV

=====

No. 3
DFT (ωB97M-V/def2-TZVPD) results for a cluster of 2 separate species, C5H11NO in total at a distorted geometry.

```
! wB97M-V def2-TZVPD RIJCOSX def2/J DEFGRID3
* xyz 0 1
C 0.83 1.93 0.41
C 0.19 0.76 0.42
C -0.05 -0.10 -0.73
C -1.04 -1.02 -0.80
N -2.29 -0.94 -0.14
C -2.43 -1.06 1.30
H 0.65 2.68 1.19
H 1.61 2.36 -0.22
H -0.08 0.39 1.40
H 0.54 0.22 -1.59
H -0.82 -1.92 -1.35
H -2.81 -1.72 -0.52
H -1.94 -1.96 1.70
H -3.47 -1.03 1.60
H -1.96 -0.24 1.84
O 4.37 0.88 -1.71
H 4.96 0.59 -1.01
H 3.73 0.16 -1.77
*
```

Properties
* highest occupied orbital energy: -7.59 eV
* energy above the lowest of the compared OMol25 structures with the same formula, charge and spin: 359.84 kJ/mol
* molecular weight: 101.1 u
* gap between HOMO and LUMO: 8.17 eV

=====

No. 4
DFT (ωB97M-V/def2-TZVPD) results for the molecule C5H11NO at a distorted geometry.

```
! wB97M-V def2-TZVPD RIJCOSX def2/J DEFGRID3
* xyz 0 1
C 1.91 -0.40 -0.66
C 0.80 0.62 -0.40
N -0.53 0.04 -0.30
C -1.16 -0.30 -1.55
C -1.16 -0.30 0.86
C -0.66 0.36 2.13
O -2.12 -1.04 0.88
H 2.62 -0.12 -1.44
H 2.54 -0.37 0.23
H 1.54 -1.42 -0.74
H 0.78 1.37 -1.19
H 0.94 1.21 0.50
H -2.19 -0.59 -1.40
H -0.62 -1.11 -2.05
H -1.17 0.56 -2.23
H -1.36 0.16 2.93
H 0.29 -0.06 2.47
H -0.44 1.38 1.98
*
```

Properties
* highest occupied orbital energy: -9.13 eV
* energy above the lowest of the compared OMol25 structures with the same formula, charge and spin: 67.10 kJ/mol
* molecular weight: 101.1 u
* gap between HOMO and LUMO: 10.02 eV

=====

No. 5
DFT (ωB97M-V/def2-TZVPD) results for the molecule C5H11NO.

```
! wB97M-V def2-TZVPD RIJCOSX def2/J DEFGRID3
* xyz 0 1
C 1.46 0.17 -0.67
C 0.10 -0.51 -0.65
C 0.20 -1.99 -0.29
N -0.88 0.23 0.19
C -0.56 0.64 1.57
C -1.50 1.30 -0.43
O -1.16 1.83 -1.46
H 1.93 0.13 0.31
H 2.13 -0.32 -1.39
H 1.34 1.22 -0.98
H -0.31 -0.45 -1.67
H -0.73 -2.53 -0.49
H 0.99 -2.46 -0.88
H 0.46 -2.14 0.77
H -0.71 -0.14 2.31
H 0.45 1.04 1.63
H -1.22 1.48 1.84
H -2.37 1.65 0.16
*
```

Properties
* highest occupied orbital energy: -9.44 eV
* energy above the lowest of the compared OMol25 structures with the same formula, charge and spin: 89.01 kJ/mol
* molecular weight: 101.1 u
* gap between HOMO and LUMO: 10.39 eV

=====

No. 6
DFT (ωB97M-V/def2-TZVPD) results for a cluster of 2 separate species, C5H11NO in total at a distorted geometry.

```
! wB97M-V def2-TZVPD RIJCOSX def2/J DEFGRID3
* xyz 1 2
N -1.24 1.19 0.81
C -1.17 0.55 -0.38
C -2.19 0.69 -1.34
C 2.44 0.75 -1.74
C 1.03 1.07 -1.36
C 0.15 0.17 -0.87
H -1.98 1.86 0.94
H -0.72 0.65 1.50
H -3.21 0.87 -0.99
H -1.98 0.21 -2.28
H 2.93 1.70 -1.91
H 3.02 0.19 -1.00
H 2.53 0.07 -2.60
H 0.75 2.01 -1.83
H 0.61 -0.81 -1.02
H 1.08 -3.85 4.30
H -0.28 -3.22 3.95
O 0.58 -3.44 3.61
*
```

Properties
* highest occupied orbital energy (spin up / spin down): -13.93 / -13.93 eV
* energy above the lowest of the compared OMol25 structures with the same formula, charge and spin: 236.03 kJ/mol
* molecular weight: 101.1 u
* gap between HOMO and LUMO (spin up / spin down): 9.73 / 6.50 eV
* expectation value of S²: 0.766

=====

No. 7
DFT (ωB97M-V/def2-TZVPD) results for a cluster of 2 separate species, C5H11NO2 in total at a distorted geometry.

```
! wB97M-V def2-TZVPD RIJCOSX def2/J DEFGRID3
* xyz -1 2
C 0.35 -0.06 0.91
N -0.33 1.26 1.17
C -1.60 1.14 1.69
O -2.44 2.02 1.61
C 0.03 -0.58 -0.52
C 0.28 0.40 -1.60
C 1.60 0.32 -2.33
O -0.90 -2.05 2.61
H -0.04 -0.74 1.70
H 1.42 0.11 1.02
H -0.34 1.80 0.31
H -1.77 0.17 2.21
H 0.68 -1.47 -0.61
H -0.98 -0.96 -0.43
H -0.54 0.62 -2.28
H 2.44 0.60 -1.70
H 1.74 -0.72 -2.63
H 1.59 0.95 -3.22
H -1.21 -2.81 2.11
*
```

Properties
* highest occupied orbital energy (spin up / spin down): -3.05 / -3.03 eV
* energy above the lowest of the compared OMol25 structures with the same formula, charge and spin: 110.91 kJ/mol
* molecular weight: 117.1 u
* gap between HOMO and LUMO (spin up / spin down): 6.50 / 6.00 eV
* expectation value of S²: 0.753

=====

No. 8
DFT (ωB97M-V/def2-TZVPD) results for a structure of composition C5H11NO2 at a distorted geometry.

```
! wB97M-V def2-TZVPD RIJCOSX def2/J DEFGRID3
* xyz 0 1
C 1.37 -0.96 -1.66
C 0.63 0.09 -0.67
C -0.84 0.16 -0.71
C -1.61 1.04 0.04
C 1.08 -0.43 0.75
H 2.35 -1.09 -1.53
H 0.91 -2.13 -1.59
H 1.19 -0.23 -2.81
H 1.19 1.39 -0.55
H -0.75 0.59 -1.96
H -0.94 -1.17 -0.60
H -1.15 2.12 -0.09
H -1.35 1.04 1.12
H -3.87 0.16 0.20
H -3.61 2.07 0.51
H 2.49 0.46 1.35
N -3.07 1.07 -0.20
O 2.36 -0.35 1.03
O 0.29 -0.91 1.59
*
```

Properties
* highest occupied orbital energy: -9.12 eV
* energy above the lowest of the compared OMol25 structures with the same formula, charge and spin: 837.35 kJ/mol
* molecular weight: 117.1 u
* gap between HOMO and LUMO: 9.59 eV